Formula: C19H22N3O2S4SbTc
Source: OMol25
Level of theory: ωB97M-V/def2-TZVPD

The calculation puts the LUMO energy (alpha / beta) at -0.178 / -0.207 Ha. The total charge is +1. As for the highest occupied orbital energy (alpha / beta): -0.412 / -0.414 Eh. As for the gap between HOMO and LUMO (alpha / beta): 0.234 / 0.208 Ha. The multiplicity is 3. The expectation value of S² is 2.032.

```
52
Properties=species:S:1:pos:R:3:forces:R:3:mulliken_spin:R:1
Sb 2.659 -1.524 4.461 -0.34 1.28 -0.11 0.09
Tc 0.472 -1.062 1.608 1.96 0.71 1.81 1.26
S 0.205 -1.441 3.904 -0.20 -0.03 -1.14 0.53
S 0.244 1.252 1.697 0.28 -0.51 -0.41 -0.03
S 2.896 0.715 4.858 0.18 -0.89 -0.01 0.11
S 2.614 -1.507 1.848 -1.10 -0.15 -0.49 0.04
O -2.929 -2.034 0.084 0.54 -0.20 0.31 0.00
O -1.041 -2.078 1.230 0.06 -0.13 1.36 0.02
N -1.995 1.486 3.170 0.47 -0.01 0.20 0.00
N -0.152 1.708 4.348 -0.10 0.11 -0.29 0.01
N 0.385 -0.772 -0.748 -0.32 0.13 0.89 -0.04
C 0.780 0.947 -2.448 0.03 -0.11 0.16 -0.01
C 3.507 0.923 -1.815 -0.10 -0.04 0.00 0.00
C 1.177 2.699 -4.209 -0.02 0.02 0.00 0.00
C -2.867 1.354 2.033 -0.28 -0.25 -0.56 0.00
C -1.193 1.699 5.366 -0.11 0.03 0.42 0.01
C -2.490 1.650 4.534 -0.22 0.12 0.31 0.00
C -0.591 -4.307 -2.843 0.05 -0.07 0.08 0.00
C 3.013 1.777 -2.784 0.00 0.02 0.04 0.00
C -0.676 1.490 3.159 0.01 0.00 0.25 0.00
C 1.287 0.118 -1.443 0.35 0.52 -0.20 0.00
C 0.479 -3.534 -3.262 -0.03 -0.06 0.06 0.00
C 0.136 -2.014 -1.438 -0.34 -0.85 -0.41 -0.01
C 1.665 1.803 -3.113 0.12 -0.15 0.04 0.00
C -0.664 0.924 -2.861 0.04 0.03 0.01 0.00
C -1.299 -3.946 -1.708 0.02 0.22 0.03 0.00
C 2.638 0.091 -1.137 -0.14 -0.10 0.07 -0.01
C -0.949 -2.794 -1.018 0.12 0.19 0.13 0.03
C -1.751 -2.292 0.146 -1.02 -0.21 -1.97 -0.01
C 0.855 -2.400 -2.560 -0.02 0.27 0.16 0.00
H 0.321 3.289 -3.884 -0.04 0.08 -0.04 0.00
H 4.559 0.899 -1.587 0.16 0.04 0.03 0.00
H 3.689 2.434 -3.304 0.14 0.13 -0.12 0.00
H 1.673 -1.789 -2.909 0.07 -0.01 -0.04 0.00
H -1.123 2.591 5.985 -0.05 -0.04 0.01 0.00
H -1.081 0.818 6.004 -0.01 0.08 -0.06 0.00
H -2.970 0.308 1.724 0.00 0.09 0.04 0.00
H 1.966 3.376 -4.528 -0.03 0.02 -0.04 0.00
H 2.999 -0.586 -0.378 0.03 0.06 -0.13 0.00
H -3.850 1.726 2.310 -0.02 0.05 0.00 0.00
H -0.727 0.846 -3.947 -0.11 0.00 0.00 0.00
H 0.859 2.111 -5.073 -0.01 0.04 -0.04 0.00
H -0.514 -0.284 -0.709 0.15 -0.04 -0.05 0.01
H -2.493 1.941 1.191 -0.07 -0.07 0.13 0.00
H -3.132 0.809 4.807 0.06 0.09 -0.04 0.00
H -2.126 -4.540 -1.350 -0.11 -0.01 -0.05 0.00
H -1.225 0.086 -2.451 -0.06 -0.02 -0.06 0.00
H 0.847 1.604 4.560 0.00 -0.19 -0.18 0.00
H 1.022 -3.799 -4.156 0.06 -0.06 -0.05 0.00
H -1.166 1.848 -2.571 -0.07 0.03 -0.03 0.00
H -0.873 -5.188 -3.398 -0.02 -0.08 -0.03 0.00
H -3.071 2.573 4.604 0.05 -0.09 0.01 0.00
```
Forces are in eV/Å.